Entry 1:
A cluster of 13 separate species, C50H138N12O14 in total at a distorted geometry. Source: the OMol25 dataset; level of theory: ωB97M-V/def2-TZVPD.

CARTESIAN COORDINATES (ANGSTROEM)
C: -0.355 -2.090 7.324
C: 0.222 -3.398 6.758
O: -0.462 -4.523 7.317
O: 0.276 -0.961 6.772
H: -0.208 -2.127 8.403
H: -1.435 -2.141 7.180
H: 1.302 -3.444 6.901
H: -0.090 -3.369 5.714
H: -1.289 -4.664 6.849
H: 0.415 -0.400 7.538
C: -2.539 3.337 0.555
C: -3.569 4.445 0.920
C: -3.267 5.226 2.243
O: -3.385 4.345 3.291
C: -3.096 4.794 4.542
N: -3.747 5.133 -0.299
H: -2.861 2.704 -0.272
H: -2.278 2.703 1.402
H: -1.624 3.843 0.248
H: -4.582 4.074 1.077
H: -3.975 6.054 2.282
H: -2.248 5.599 2.149
H: -3.522 4.111 5.277
H: -3.648 5.705 4.774
H: -2.035 4.798 4.791
H: -4.721 5.400 -0.323
H: -3.737 4.456 -1.048
C: -2.428 -4.032 0.816
C: -3.388 -3.013 1.500
C: -3.454 -3.404 3.032
O: -4.191 -4.591 3.349
C: -5.587 -4.513 3.618
N: -2.780 -1.763 1.405
H: -2.572 -5.054 1.168
H: -1.369 -3.772 0.835
H: -2.613 -4.116 -0.255
H: -4.381 -2.931 1.060
H: -4.018 -2.708 3.653
H: -2.514 -3.538 3.567
H: -6.057 -3.883 2.863
H: -5.715 -4.112 4.624
H: -5.993 -5.515 3.481
H: -1.809 -2.032 1.324
H: -2.862 -1.257 2.276
C: 1.459 4.429 0.476
C: 1.845 3.772 1.789
C: 0.592 3.216 2.537
O: 0.887 2.550 3.751
C: -0.272 2.031 4.446
N: 2.872 2.775 1.530
H: 0.837 5.318 0.577
H: 0.906 3.709 -0.127
H: 2.343 4.766 -0.066
H: 2.359 4.495 2.422
H: 0.141 2.500 1.849
H: -0.095 4.018 2.806
H: -0.785 1.232 3.911
H: -0.922 2.868 4.701
H: 0.189 1.640 5.353
H: 2.973 2.074 2.250
H: 3.732 3.282 1.378
C: 4.025 -3.097 -0.207
C: 2.984 -3.731 -1.159
C: 1.714 -4.129 -0.411
O: 1.957 -5.334 0.298
C: 1.088 -5.599 1.366
N: 2.719 -2.706 -2.096
H: 3.746 -2.104 0.148
H: 4.974 -2.963 -0.726
H: 4.195 -3.651 0.715
H: 3.385 -4.557 -1.747
H: 0.929 -4.303 -1.146
H: 1.315 -3.336 0.222
H: 0.105 -5.748 0.920
H: 1.154 -4.790 2.094
H: 1.491 -6.442 1.927
H: 3.484 -2.229 -2.552
H: 2.240 -1.920 -1.679
C: 2.126 6.197 -4.879
C: 2.724 5.554 -3.596
C: 2.808 4.010 -3.522
O: 3.463 3.541 -2.321
C: 3.320 2.179 -2.020
N: 4.068 6.068 -3.435
H: 2.554 5.643 -5.715
H: 2.281 7.274 -4.935
H: 1.044 6.068 -4.852
H: 2.164 5.823 -2.700
H: 3.300 3.593 -4.400
H: 1.786 3.631 -3.523
H: 2.254 1.951 -2.040
H: 3.700 1.974 -1.019
H: 3.753 1.617 -2.847
H: 4.635 5.895 -4.253
H: 4.504 5.541 -2.692
C: -0.949 3.471 -6.969
C: 0.235 2.501 -6.711
C: 0.196 1.560 -5.457
O: 1.568 1.145 -5.212
C: 1.578 0.145 -4.137
N: 0.478 1.747 -7.955
H: -1.050 4.085 -6.073
H: -1.862 2.994 -7.325
H: -0.622 4.170 -7.738
H: 1.038 3.210 -6.509
H: -0.450 0.715 -5.698
H: -0.174 2.057 -4.561
H: 1.252 0.553 -3.180
H: 2.529 -0.377 -4.032
H: 0.737 -0.540 -4.242
H: 1.162 2.296 -8.457
H: 1.040 0.941 -7.724
C: -0.523 -0.659 -0.908
C: 0.545 0.084 -0.060
C: 0.390 -0.087 1.459
O: 0.369 -1.478 1.839
C: 0.466 -1.673 3.270
N: 1.798 -0.564 -0.449
H: -0.679 -1.707 -0.649
H: -0.360 -0.455 -1.966
H: -1.469 -0.174 -0.668
H: 0.579 1.159 -0.237
H: -0.583 0.359 1.665
H: 1.234 0.386 1.961
H: 0.624 -2.713 3.557
H: -0.475 -1.413 3.755
H: 1.312 -1.144 3.710
H: 1.775 -1.367 0.163
H: 2.550 0.059 -0.191
C: -6.317 2.170 2.344
C: -5.066 1.165 2.332
C: -4.610 0.737 3.770
O: -3.392 0.069 3.717
C: -3.021 -0.451 5.005
N: -5.597 -0.015 1.607
H: -6.044 3.127 2.788
H: -7.062 1.685 2.974
H: -6.650 2.390 1.330
H: -4.269 1.704 1.820
H: -5.410 0.213 4.293
H: -4.430 1.660 4.322
H: -1.978 -0.765 4.983
H: -3.654 -1.253 5.385
H: -3.145 0.355 5.729
H: -5.719 0.125 0.614
H: -4.948 -0.789 1.632
C: 3.579 0.413 5.741
C: 4.431 -0.690 5.218
C: 5.443 -0.173 4.196
O: 4.703 0.439 3.111
C: 5.547 1.051 2.108
N: 5.113 -1.360 6.282
H: 4.253 1.174 6.135
H: 2.842 0.147 6.499
H: 3.092 0.922 4.910
H: 3.772 -1.502 4.913
H: 5.909 -1.105 3.877
H: 6.178 0.515 4.614
H: 6.364 0.389 1.824
H: 6.083 1.921 2.487
H: 5.042 1.432 1.220
H: 5.684 -2.108 5.916
H: 5.635 -0.731 6.877
C: -4.813 -4.720 -2.893
C: -3.895 -5.249 -4.039
C: -2.448 -4.952 -3.681
O: -2.296 -3.579 -3.857
C: -1.028 -3.137 -3.479
N: -4.082 -6.645 -4.137
H: -5.761 -5.258 -2.884
H: -4.954 -3.657 -3.089
H: -4.368 -4.725 -1.898
H: -4.084 -4.751 -4.990
H: -1.835 -5.554 -4.352
H: -2.244 -5.153 -2.629
H: -0.990 -2.101 -3.816
H: -0.199 -3.690 -3.921
H: -0.983 -3.198 -2.392
H: -3.253 -7.168 -4.381
H: -4.520 -6.934 -3.274
C: 9.870 -0.601 -4.377
C: 8.683 -1.236 -3.814
C: 7.871 -0.244 -2.914
O: 6.650 -0.806 -2.415
C: 5.819 0.019 -1.616
N: 7.772 -1.596 -4.859
H: 10.560 -0.247 -3.611
H: 9.715 0.172 -5.129
H: 10.378 -1.468 -4.800
H: 9.009 -2.142 -3.303
H: 7.617 0.676 -3.442
H: 8.466 -0.080 -2.015
H: 6.427 0.184 -0.726
H: 4.833 -0.425 -1.480
H: 5.790 0.943 -2.193
H: 7.796 -0.803 -5.484
H: 6.845 -1.540 -4.464
C: -7.063 0.820 -3.306
C: -6.426 0.057 -2.114
C: -5.064 -0.565 -2.407
O: -4.318 0.362 -3.189
C: -3.092 -0.253 -3.565
N: -6.284 1.015 -1.055
H: -6.577 1.781 -3.480
H: -8.093 1.173 -3.248
H: -6.969 0.185 -4.187
H: -7.112 -0.636 -1.627
H: -5.235 -1.478 -2.978
H: -4.544 -0.874 -1.500
H: -3.290 -1.113 -4.205
H: -2.432 -0.682 -2.811
H: -2.504 0.480 -4.117
H: -5.669 1.779 -1.300
H: -7.159 1.491 -0.886

Results
- Net charge: 0
- E_HOMO: -8.4 eV
- Frontier orbital gap: 8.717 eV
- Energy relative to the best compared isomer or geometry (same formula, charge and spin): 451.5 kJ/mol
- Spin multiplicity: 1

Entry 2:
A cluster of 2 separate species, C6H18ClN4P in total at a distorted geometry. Source: the OMol25 dataset; level of theory: ωB97M-V/def2-TZVPD.

CARTESIAN COORDINATES (ANGSTROEM)
C: -3.536 -0.721 0.856
C: -1.758 0.751 1.295
C: 2.276 1.385 1.249
C: 1.548 1.187 -1.067
C: -2.816 -0.344 -1.939
C: 3.495 -0.886 -0.230
N: -2.427 0.142 0.340
N: 1.522 0.574 0.296
N: -2.165 0.428 -0.893
N: 2.044 -0.723 0.170
P: 1.050 -2.068 0.038
Cl: 0.199 -2.383 1.813
H: -3.206 -1.057 1.811
H: -4.425 0.065 0.983
H: -3.725 -1.400 -0.008
H: -2.217 0.633 2.348
H: -0.028 -1.200 -0.646
H: -0.824 1.212 1.225
H: 1.792 2.363 1.084
H: 2.187 1.251 2.284
H: 3.322 1.451 1.030
H: 1.339 0.361 -1.784
H: 0.855 1.898 -1.342
H: 2.563 1.544 -1.219
H: -3.898 -0.150 -2.040
H: -2.190 -0.119 -2.842
H: -2.528 -1.488 -1.875
H: 3.841 -0.034 -0.820
H: 4.113 -0.807 0.628
H: 3.598 -1.862 -0.746

Results
- Net charge: 0
- E_HOMO: -7.0 eV
- Frontier orbital gap: 7.908 eV
- Energy relative to the best compared isomer or geometry (same formula, charge and spin): 39.2 kJ/mol
- Spin multiplicity: 1

Entry 3:
A structure of composition C4H3N3O at a distorted geometry. Source: the OMol25 dataset; level of theory: ωB97M-V/def2-TZVPD.

CARTESIAN COORDINATES (ANGSTROEM)
C: -1.295 -0.526 -0.421
C: -0.364 -1.647 0.143
C: 0.530 -0.499 0.439
C: -0.278 0.475 -0.027
H: -0.808 -2.213 0.997
H: 0.004 -2.409 -0.591
H: 2.751 -0.118 0.774
N: 1.712 0.137 0.627
N: 1.555 1.511 0.327
N: 0.319 1.692 -0.045
O: -2.326 -0.681 -1.043

Results
- Net charge: 0
- E_HOMO: -10.1 eV
- Frontier orbital gap: 10.552 eV
- Energy relative to the best compared isomer or geometry (same formula, charge and spin): 257.1 kJ/mol
- Spin multiplicity: 1

Which of these has the highest energy relative to the best compared isomer or geometry (same formula, charge and spin)? C50H138N12O14

Look up the E_HOMO of the third one. -10.1 eV